1.
{"formula": "C6H9BrO2", "method": "ωB97M-V/def2-TZVPD", "lumo_ev": [-0.23, -0.67], "elements": ["C", "C", "C", "C", "C", "C", "O", "O", "Br", "H", "H", "H", "H", "H", "H", "H", "H", "H"], "positions_angstrom": [[-1.295, 0.794, -0.299], [1.085, -0.782, 0.419], [-0.042, -1.404, -0.274], [-0.475, 1.180, 0.903], [0.256, -2.152, -1.560], [0.169, 2.505, 0.929], [-2.074, 1.643, -0.647], [-1.074, -0.384, -0.844], [-1.126, 0.601, 2.617], [1.343, -0.808, 1.470], [2.019, -0.654, -0.097], [-0.804, -1.897, 0.500], [1.352, -2.204, -1.754], [-0.149, -1.672, -2.427], [-0.206, -3.181, -1.606], [-0.315, 3.073, 0.147], [1.191, 2.340, 0.585], [0.143, 3.001, 1.939]], "forces_ev_per_angstrom": [[0.9, 0.0, 1.4], [0.1, 1.4, 0.7], [-3.3, 0.0, 1.3], [1.1, -1.9, 0.9], [0.8, -1.9, 0.0], [0.4, 0.3, 0.4], [-0.5, -0.4, -1.1], [-0.3, 0.5, -0.2], [0.0, -0.1, -0.7], [-1.0, -0.4, 0.2], [0.1, 0.4, -0.8], [2.0, 0.4, -1.7], [-0.7, -0.3, 0.4], [-0.4, 0.7, -0.2], [0.7, 0.9, 0.4], [-0.2, 0.6, 0.1], [0.2, 0.4, 0.3], [0.1, -0.5, -1.2]]}

2.
{"formula": "C2H4O3", "method": "ωB97M-V/def2-TZVPD", "lumo_ev": 0.64, "smiles": "OC1(O)CO1", "elements": ["C", "C", "O", "O", "O", "H", "H", "H", "H"], "positions_angstrom": [[0.261, -0.302, -1.083], [-0.208, 0.138, 0.156], [-0.082, -1.264, -0.214], [0.873, 0.825, 1.159], [-1.323, 0.665, 0.459], [-0.493, -0.205, -1.885], [1.315, -0.108, -1.471], [1.327, 0.100, 1.658], [-1.669, 0.151, 1.221]], "forces_ev_per_angstrom": [[1.0, 2.9, -5.4], [5.5, 0.4, 2.5], [-0.1, -1.2, 3.6], [-1.4, -3.0, -1.4], [-3.7, 0.1, 0.9], [0.5, 0.1, -0.1], [-1.2, -0.6, 0.9], [-0.5, 0.7, -0.7], [-0.1, 0.7, -0.4]]}

3.
{"formula": "C27H71N4O11", "method": "ωB97M-V/def2-TZVPD", "lumo_ev": 2.10, "charge": -1, "elements": ["C", "O", "H", "H", "H", "C", "O", "H", "H", "H", "H", "C", "O", "H", "H", "H", "H", "C", "O", "C", "C", "N", "C", "C", "O", "C", "H", "H", "H", "H", "H", "H", "H", "H", "H", "H", "H", "H", "H", "H", "H", "C", "O", "C", "C", "N", "C", "C", "O", "C", "H", "H", "H", "H", "H", "H", "H", "H", "H", "H", "H", "H", "H", "H", "H", "C", "O", "C", "C", "N", "C", "C", "O", "C", "H", "H", "H", "H", "H", "H", "H", "H", "H", "H", "H", "H", "H", "H", "H", "C", "O", "C", "C", "N", "C", "C", "O", "C", "H", "H", "H", "H", "H", "H", "H", "H", "H", "H", "H", "H", "H", "H", "H"], "positions_angstrom": [[-0.116, 1.328, 1.155], [-0.952, 2.135, 0.391], [-0.106, 0.267, 0.622], [-0.479, 1.186, 2.070], [0.710, 1.895, 1.291], [-3.279, 4.091, -1.712], [-2.012, 3.495, -1.935], [-3.725, 4.276, -2.571], [-2.965, 4.917, -1.276], [-3.888, 3.404, -0.918], [-1.745, 2.871, -1.110], [-2.318, 3.541, 3.351], [-2.176, 4.030, 2.030], [-3.353, 3.113, 3.229], [-1.987, 4.341, 4.101], [-1.736, 2.777, 3.736], [-1.704, 3.336, 1.566], [-0.983, 7.416, 1.252], [0.061, 7.080, 0.317], [0.682, 5.729, 0.583], [1.231, 5.167, -0.772], [1.796, 3.811, -0.559], [2.044, 3.299, -1.871], [2.361, 1.830, -1.721], [2.685, 1.216, -2.897], [3.080, -0.174, -2.761], [-2.001, 6.893, 1.055], [-1.239, 8.372, 0.999], [-0.559, 7.496, 2.343], [0.015, 5.184, 1.260], [1.521, 5.784, 1.301], [2.141, 5.898, -1.014], [0.457, 5.254, -1.607], [1.001, 3.264, -0.101], [2.861, 3.568, -2.389], [1.114, 3.238, -2.517], [1.594, 1.517, -1.249], [3.290, 1.774, -1.126], [3.088, -0.487, -3.892], [2.213, -0.748, -2.384], [4.050, -0.529, -2.306], [2.209, 5.533, 4.669], [2.606, 4.186, 4.642], [1.770, 3.175, 4.047], [2.381, 1.807, 4.341], [1.624, 0.769, 3.798], [2.535, -0.423, 3.887], [1.663, -1.669, 3.749], [2.566, -2.800, 3.743], [1.923, -4.024, 3.869], [1.549, 5.532, 3.872], [3.190, 6.166, 4.875], [1.721, 5.769, 5.731], [1.612, 3.092, 2.946], [0.774, 3.317, 4.389], [2.473, 1.626, 5.571], [3.411, 2.015, 4.135], [1.316, 0.930, 2.909], [3.249, -0.509, 4.902], [3.150, -0.315, 3.043], [1.110, -1.768, 2.743], [0.945, -1.764, 4.456], [1.674, -4.472, 4.990], [2.580, -4.885, 3.726], [1.066, -4.006, 3.122], [-0.514, -1.937, -3.924], [-1.553, -0.933, -3.640], [-1.555, -0.548, -2.309], [-2.894, 0.096, -1.863], [-3.036, 0.163, -0.362], [-4.343, 0.403, 0.035], [-4.407, 0.698, 1.593], [-5.749, 1.093, 1.995], [-6.222, 2.413, 1.694], [0.225, -1.695, -3.308], [-0.265, -2.033, -5.132], [-0.815, -2.876, -3.710], [-0.858, 0.309, -2.134], [-1.075, -1.166, -1.480], [-3.612, -0.748, -2.106], [-3.083, 1.035, -2.385], [-2.362, 0.837, 0.033], [-5.111, -0.481, -0.031], [-4.892, 1.174, -0.524], [-3.707, 1.521, 1.822], [-4.091, -0.232, 2.030], [-6.440, 2.540, 0.565], [-5.438, 3.053, 2.087], [-7.095, 2.713, 2.113], [0.281, -3.215, -0.386], [1.037, -3.767, -1.523], [0.546, -4.990, -1.746], [1.120, -5.539, -3.110], [0.612, -6.866, -3.275], [1.643, -7.510, -4.204], [1.308, -9.010, -4.281], [2.286, -9.585, -5.016], [2.504, -10.905, -4.969], [0.757, -3.765, 0.470], [-0.679, -3.200, -0.470], [0.823, -2.252, -0.317], [-0.594, -5.095, -1.913], [0.877, -5.625, -0.817], [2.180, -5.371, -2.899], [0.683, -4.835, -3.793], [-0.240, -6.580, -3.694], [2.783, -7.541, -3.684], [1.752, -6.981, -5.154], [0.463, -9.305, -4.766], [1.314, -9.521, -3.060], [1.758, -11.623, -5.446], [2.430, -11.278, -3.856], [3.471, -11.178, -5.266]], "forces_ev_per_angstrom": [[-2.6, -1.7, -5.4], [-0.9, 0.6, -0.1], [1.1, 1.5, 1.1], [-1.9, -1.0, 4.2], [4.0, 0.8, 0.1], [1.1, -5.8, 4.6], [1.2, -3.0, 1.4], [-2.4, 0.5, -4.0], [0.1, 4.5, 2.5], [0.9, 1.8, -2.0], [-0.4, 1.9, -2.1], [-2.1, 2.1, -0.3], [0.9, 0.5, 0.8], [0.4, 0.8, 2.0], [-1.7, -0.5, -0.8], [1.8, -2.2, -0.4], [0.7, -0.8, -1.6], [0.6, -2.0, 0.7], [0.3, -1.9, 1.1], [-0.2, 1.4, 0.0], [0.7, 1.8, 1.0], [-1.8, 1.2, 0.4], [-3.4, -3.7, 0.0], [6.0, 2.7, -0.6], [0.8, -1.8, -1.4], [-1.3, -0.4, -3.2], [2.0, -0.1, 0.9], [-0.4, 2.9, -0.6], [-1.1, -0.8, -1.7], [-0.7, -0.6, -1.2], [0.3, 0.8, -0.5], [-1.9, -1.5, 0.1], [0.9, -0.3, 1.1], [1.1, 0.6, -1.1], [2.7, 2.6, -1.6], [0.8, 0.9, 0.3], [-5.3, -3.5, 3.3], [-0.4, 0.0, 0.7], [0.4, 0.3, 2.0], [0.6, 0.2, 0.4], [-0.9, 1.2, 0.0], [1.9, -0.2, 4.8], [1.1, -1.7, -0.4], [0.2, 0.0, 0.0], [-0.6, 2.8, 5.0], [2.1, -2.3, 3.9], [-1.2, -0.5, 1.6], [2.5, -0.9, -3.7], [0.2, 0.1, 1.0], [-1.1, -1.6, 1.4], [-1.2, 2.1, -1.7], [-2.0, -1.0, -1.8], [0.1, -0.5, -2.2], [0.8, 1.3, 0.1], [-1.1, -0.2, 0.8], [-0.5, 0.5, -2.8], [1.1, -0.8, -1.0], [-0.6, 0.3, -2.9], [-2.3, 0.6, -2.6], [1.5, -0.5, -1.0], [0.6, 0.8, 1.1], [-2.0, -0.1, 2.6], [-0.5, 2.2, -2.1], [0.5, 0.5, -1.3], [0.6, -0.7, 1.2], [-2.7, 2.6, -5.2], [0.4, -1.9, -1.1], [1.5, 3.0, 2.9], [-0.7, -3.4, 1.1], [2.1, -0.4, -1.9], [-3.5, -0.5, 2.0], [-0.7, 2.0, -2.3], [-0.6, -1.0, 0.4], [3.8, -1.2, -3.2], [3.9, 0.9, 1.9], [-0.4, 1.0, 3.2], [-1.5, -3.1, 1.1], [0.2, -0.1, -0.7], [-1.4, -0.6, -1.4], [0.1, 1.4, -0.3], [-0.1, 0.0, 0.0], [-0.2, 0.2, -0.2], [1.6, 0.8, -0.3], [0.3, 0.4, 0.0], [-0.1, -0.3, 0.1], [-0.3, -0.1, 0.9], [0.9, 0.0, 1.5], [0.1, 0.8, -0.6], [-2.7, -0.2, 2.0], [10.2, 0.4, 0.7], [-1.7, 2.4, 0.5], [-0.6, -3.8, -0.4], [-0.3, 2.2, 4.3], [3.4, -0.4, -0.8], [0.5, -1.3, 2.5], [1.8, -0.1, 4.3], [2.4, 1.0, -1.7], [-2.1, -3.5, 3.1], [-1.3, 0.2, -0.2], [-5.9, 0.0, -0.6], [-1.2, 0.1, 0.2], [1.2, 0.5, 0.8], [-0.9, 0.2, -1.7], [0.1, -0.6, -1.0], [0.5, 0.5, -1.0], [-1.1, -1.2, -1.2], [-3.3, 0.5, -1.1], [-0.1, -0.3, -0.2], [-3.4, -0.2, -0.7], [-0.2, 1.6, -3.4], [0.5, 1.2, -0.1], [0.2, 0.6, -1.4], [1.4, 0.0, -0.8]]}

4.
{"formula": "C4H2O2", "method": "ωB97M-V/def2-TZVPD", "lumo_ev": -1.67, "elements": ["O", "C", "C", "C", "C", "O", "H", "H"], "positions_angstrom": [[-1.429, 1.123, 0.572], [-1.294, 0.034, 0.072], [0.179, -1.785, -0.588], [0.072, -0.538, -0.204], [1.263, 0.359, 0.053], [2.397, 0.095, -0.242], [-2.156, -0.590, -0.211], [0.967, 1.301, 0.548]], "forces_ev_per_angstrom": [[0.1, -0.5, -0.2], [-0.2, 0.3, 0.2], [-0.1, 0.6, 0.2], [0.1, -0.6, -0.2], [0.6, 0.0, -0.1], [-0.6, 0.2, 0.1], [0.1, 0.1, 0.0], [0.0, -0.1, 0.0]]}

no.,largest force on an atom (eV/A),E (eV)
1,3.52,-80501.5678
2,6.20,-8278.5982
3,10.20,-57614.9073
4,0.64,-8270.3672